No. 1
Below is a structure of composition C17H20BrIMnN5O3, with properties calculated with wB97M-V/def2-TZVPD.

The geometry in XYZ format:
```
48
Properties=species:S:1:pos:R:3:forces:R:3
Mn 0.296 -0.554 0.335 -0.1 0.1 0.0
C -3.232 3.682 -1.212 0.0 0.0 0.0
C -2.736 2.276 -1.352 0.0 0.0 0.0
C -3.281 1.382 -2.270 0.0 0.0 0.0
C -2.787 0.088 -2.398 0.0 0.0 0.0
C -1.748 -0.244 -1.567 0.0 -0.1 0.0
Br -0.909 -1.966 -1.570 -0.1 0.0 0.0
N -1.200 0.572 -0.671 0.0 -0.1 -0.1
C -1.686 1.816 -0.566 0.0 0.0 0.0
H -4.219 3.794 -1.655 0.0 0.0 0.0
H -2.557 4.373 -1.720 0.0 0.0 0.0
H -3.289 3.978 -0.166 0.0 0.0 0.0
H -4.104 1.695 -2.900 0.0 0.0 0.0
H -3.198 -0.615 -3.108 0.0 0.0 0.0
H -1.216 2.457 0.171 0.0 0.0 0.0
I 4.464 0.284 -4.031 0.0 0.0 0.0
C 3.434 0.326 -2.257 -0.1 0.0 0.1
C 3.801 0.971 -1.075 0.0 -0.1 -0.1
N 2.863 0.738 -0.166 0.0 0.0 0.0
N 1.881 -0.041 -0.680 0.0 0.0 0.1
C 2.230 -0.290 -1.961 0.1 0.1 -0.1
H 4.671 1.563 -0.841 0.0 0.0 0.0
H 2.829 1.047 0.819 0.0 0.0 0.1
H 1.611 -0.898 -2.599 0.0 0.0 0.0
C 0.719 -2.849 4.453 0.0 0.0 0.0
C -0.663 -2.217 4.520 0.0 0.0 0.0
C -0.705 -0.745 4.030 0.0 0.0 0.1
C -2.145 -0.181 4.127 0.1 0.0 0.0
C -2.282 1.241 3.606 0.0 0.0 0.0
C 0.218 0.100 4.911 -0.1 0.1 0.0
O 0.041 0.219 6.084 0.0 0.0 0.0
N 1.288 0.774 4.288 0.1 0.0 0.0
C 1.619 0.757 2.970 -0.1 0.0 0.0
O 2.533 1.381 2.479 0.0 0.0 0.1
N 0.800 -0.052 2.166 0.0 -0.1 0.0
C -0.259 -0.696 2.626 -0.1 -0.1 -0.2
O -0.879 -1.291 1.653 0.1 0.1 0.1
H 0.681 -3.871 4.823 0.0 0.0 0.0
H 1.442 -2.311 5.069 0.0 0.0 0.0
H 1.105 -2.895 3.429 0.0 0.0 0.0
H -1.025 -2.195 5.548 0.0 0.0 0.0
H -1.385 -2.783 3.929 0.0 0.0 0.0
H -2.411 -0.230 5.183 0.0 0.0 0.0
H -2.805 -0.863 3.589 0.0 0.0 0.0
H -1.635 1.937 4.142 0.0 0.0 0.0
H -3.305 1.590 3.737 0.0 0.0 0.0
H -2.054 1.308 2.535 0.0 0.0 0.0
H 1.876 1.339 4.892 0.0 0.0 0.0
```
Forces are in eV/Å.

- highest occupied orbital energy (spin up / spin down) (eV) = -14.50 / -14.50
- relative energy (zero: lowest compared OMol25 entry of this formula, charge and spin) (eV) = 0.3729
- charge = +2
- multiplicity = 5
- DFT total energy (hartree) = -5181.54629
- Kohn-Sham gap (spin up / spin down) (eV) = 5.13 / 6.51

No. 2
Below is a structure of composition C30H47BErO2P2 at a distorted geometry, with properties calculated with wB97M-V/def2-TZVPD.

The geometry in XYZ format:
```
83
Properties=species:S:1:pos:R:3:forces:R:3
Er -0.257 -0.264 1.437 3.7 0.1 -3.2
C -0.119 0.688 3.677 0.7 -1.3 0.1
C -0.687 -0.643 3.696 0.8 0.2 0.6
C 1.572 -0.818 3.192 -1.0 -0.1 0.4
C 1.274 0.565 3.333 -0.9 -0.6 0.6
C 0.369 -1.570 3.367 0.3 1.2 0.7
C -0.775 1.952 4.101 -0.2 0.4 0.2
H -1.864 1.878 4.031 0.1 0.1 0.1
H -0.436 2.820 3.516 -0.2 -0.2 0.2
H -0.516 2.149 5.154 -0.2 0.1 -0.3
C 2.300 1.644 3.388 0.2 0.1 -0.2
H 1.830 2.597 3.645 0.2 -0.1 -0.1
H 2.827 1.735 2.426 -0.1 0.1 0.5
H 3.047 1.403 4.161 -0.2 0.1 -0.2
C 2.935 -1.404 3.129 0.7 0.1 -0.3
H 3.552 -1.036 3.969 -0.3 -0.2 -0.2
H 3.454 -1.118 2.206 -0.1 -0.2 0.4
H 2.898 -2.495 3.186 0.1 0.2 0.0
C 0.294 -3.053 3.322 0.0 -0.7 0.0
H 0.589 -3.479 4.296 -0.2 0.0 -0.3
H 0.979 -3.480 2.569 -0.3 0.2 0.3
H -0.720 -3.408 3.095 0.2 0.0 0.1
C -2.091 -1.025 4.019 -0.4 0.1 0.2
H -2.145 -1.320 5.076 -0.3 0.0 -0.3
H -2.441 -1.870 3.403 0.0 0.2 0.3
H -2.780 -0.180 3.853 0.1 -0.3 0.2
C -2.900 1.708 -3.097 -0.6 1.0 0.2
C -3.985 2.030 -2.370 0.4 0.5 -0.8
C -5.283 1.295 -2.466 -0.6 0.0 0.1
C -5.164 -0.239 -2.690 -0.1 1.0 -0.5
C -3.927 -0.914 -2.181 0.3 -0.6 -0.6
C -2.947 -1.256 -3.043 -1.0 -0.4 0.1
C -2.775 -0.570 -4.381 0.0 -0.3 -0.6
C -2.999 0.977 -4.394 -0.4 -0.9 -0.2
H -5.923 1.700 -3.269 0.1 0.0 0.2
H -5.189 -0.400 -3.777 -0.1 -0.1 0.3
H -5.833 1.493 -1.540 0.0 -0.1 -0.1
H -4.018 1.155 -4.765 0.4 0.0 -0.1
H -1.924 2.107 -2.839 -0.5 0.5 -0.2
H -4.009 2.958 -1.773 0.4 -0.8 0.3
H -2.304 1.432 -5.124 -0.3 -0.2 0.3
H -1.766 -0.793 -4.757 -0.2 0.0 0.1
H -2.297 -2.128 -2.879 0.1 0.8 0.5
H -3.459 -0.999 -5.139 0.3 0.0 0.3
H -6.069 -0.715 -2.281 0.4 0.0 -0.1
H -3.925 -1.203 -1.131 0.0 -0.5 -0.2
P -0.336 1.289 -0.778 -0.5 -0.8 0.6
P 0.789 -1.788 -0.852 -2.2 -0.5 1.6
C -0.487 0.225 -2.285 -0.2 0.2 -0.1
C 0.534 -0.913 -2.434 0.1 0.2 0.1
H -0.463 0.859 -3.179 0.1 -0.2 0.1
H -1.515 -0.177 -2.223 0.7 0.2 0.0
H 0.196 -1.634 -3.196 0.2 0.3 0.1
H 1.511 -0.506 -2.738 -0.2 -0.2 0.0
C 2.068 -3.028 -1.139 0.4 -0.1 -0.1
H 1.844 -3.918 -0.525 0.2 0.4 -0.3
H 3.036 -2.602 -0.852 -0.3 -0.4 -0.3
H 2.051 -3.291 -2.207 0.1 -0.1 0.3
C -0.652 -2.934 -0.648 -0.1 -0.8 -1.2
H -0.773 -3.534 -1.564 -0.4 -0.2 0.3
H -1.608 -2.430 -0.427 0.2 0.0 -0.1
H -0.405 -3.627 0.173 -0.1 0.3 -0.2
C -0.089 2.993 -1.295 0.4 0.7 0.0
H -0.600 3.704 -0.623 0.2 -0.3 -0.3
H -0.404 3.179 -2.331 0.1 0.0 0.4
H 0.998 3.151 -1.203 -0.4 0.2 -0.1
C -2.024 1.260 0.063 -0.3 0.5 -0.8
H -2.319 0.310 0.576 0.0 0.3 -0.3
H -2.801 1.440 -0.688 0.0 -0.3 0.4
H -2.080 2.090 0.784 0.1 -0.3 0.0
O 2.736 1.343 0.126 -0.3 -0.3 0.4
B 2.238 -0.030 0.140 2.1 1.7 1.3
O 3.462 -0.823 0.073 -1.0 0.3 0.3
C 4.543 0.008 0.213 0.2 0.3 -0.4
C 5.889 -0.319 0.148 0.0 -0.3 -0.1
C 6.820 0.726 0.110 -0.2 -0.4 0.1
C 6.393 2.043 0.211 -0.1 0.1 0.1
C 5.034 2.352 0.309 -0.4 0.3 0.0
C 4.103 1.321 0.273 0.7 -0.3 -0.7
H 6.199 -1.362 0.091 -0.1 0.3 -0.1
H 7.879 0.502 -0.020 -0.3 0.0 0.2
H 7.135 2.838 0.191 -0.2 -0.1 0.0
H 4.702 3.379 0.375 0.0 0.1 -0.1
```
Forces are in eV/Å.

- highest occupied orbital energy (spin up / spin down) (eV) = -8.81 / -8.82
- charge = +1
- multiplicity = 4
- DFT total energy (hartree) = -3044.12123
- Kohn-Sham gap (spin up / spin down) (eV) = 5.91 / 5.97

No. 3
Below is the molecule C16H23N3O3S at a distorted geometry, with properties calculated with wB97M-V/def2-TZVPD.

The geometry in XYZ format:
```
46
Properties=species:S:1:pos:R:3:forces:R:3
C 6.037 -4.044 1.794 -0.7 0.2 1.7
O 5.127 -3.866 0.717 -1.2 0.8 -0.9
C 4.044 -2.974 0.810 1.3 0.1 2.0
C 3.731 -2.292 2.004 1.3 -2.1 -1.7
C 2.690 -1.384 2.082 -0.6 0.8 0.8
N 2.469 -0.794 3.260 -1.6 1.6 0.8
C 1.421 0.095 3.378 1.7 -1.1 1.4
S 0.871 0.831 4.769 0.3 0.0 0.5
N 0.666 0.406 2.287 0.5 -1.8 -3.8
C 0.856 -0.246 1.087 -3.0 1.2 -0.1
N -0.116 -0.051 0.088 1.5 -0.3 1.0
C -1.259 0.888 0.139 -0.2 0.0 1.3
C -1.445 1.603 -1.185 0.3 0.8 0.1
C -2.431 2.814 -1.157 -0.4 -1.4 -0.1
O -3.749 2.302 -0.828 0.2 0.8 0.4
C -4.881 3.224 -0.985 0.0 -0.4 -0.5
C -5.944 2.938 0.090 0.9 1.1 0.1
C -5.503 3.009 -2.380 0.0 1.5 0.3
C 1.899 -1.159 0.952 -0.2 0.6 -0.2
C 2.187 -1.804 -0.243 1.2 -1.3 -1.1
C 3.260 -2.689 -0.349 -1.0 -0.1 -1.2
O 3.535 -3.393 -1.513 0.1 0.9 -0.6
C 3.178 -2.743 -2.790 -0.9 -1.4 0.7
H 6.952 -4.598 1.536 -0.8 0.0 -0.6
H 6.383 -3.093 2.208 -0.1 0.2 -0.2
H 5.528 -4.569 2.645 0.4 0.2 -0.7
H 4.251 -2.540 2.908 0.2 0.1 0.2
H -0.185 0.914 2.414 -0.2 0.4 0.4
H -0.085 -0.763 -0.653 -0.3 0.9 0.6
H -2.180 0.352 0.467 0.5 0.3 -0.4
H -1.115 1.667 0.933 0.3 -0.7 -0.6
H -1.840 0.898 -1.881 -0.4 -0.6 -0.7
H -0.430 1.871 -1.576 -0.9 0.2 0.4
H -2.466 3.197 -2.175 0.1 0.4 0.0
H -2.081 3.572 -0.448 -0.2 0.1 0.0
H -4.550 4.279 -0.910 0.1 -0.5 0.1
H -6.335 1.943 0.014 -0.2 -0.6 -0.1
H -6.765 3.661 0.009 0.1 -0.2 -0.2
H -5.517 3.084 1.083 0.0 -0.2 0.0
H -6.020 2.075 -2.392 -0.3 -0.8 -0.1
H -4.727 3.010 -3.154 -0.3 0.1 0.1
H -6.274 3.810 -2.579 0.9 -0.7 0.1
H 1.580 -1.600 -1.120 0.3 -0.2 0.0
H 3.674 -3.278 -3.630 -0.2 0.2 1.0
H 2.064 -2.851 -2.947 1.1 0.3 0.1
H 3.492 -1.710 -2.774 0.0 0.3 0.0
```
Forces are in eV/Å.

- highest occupied orbital energy (eV) = -7.02
- relative energy (zero: lowest compared OMol25 entry of this formula, charge and spin) (eV) = 4.3799
- charge = 0
- DFT total energy (hartree) = -1411.59100
- Kohn-Sham gap (eV) = 6.82